Version w
Formula: C3H6N2O
Source: the OMol25 dataset
Level of theory: ωB97M-V/def2-TZVPD

The geometry in XYZ format:
```
12
C3H6N2O (ωB97M-V/def2-TZVPD)
C -0.4974 0.2887 1.5587
N -0.6547 -0.3802 -0.5774
N -1.6204 0.8442 0.9802
H 1.1625 -0.5950 0.4918
H -2.6982 0.4951 -0.6862
H 3.3052 -0.5211 -2.6108
C 0.0936 -0.4488 0.5488
H -0.1852 0.5910 2.5393
C -1.6876 0.3647 -0.3259
O 3.2988 -0.6332 -1.6767
H -2.1830 1.3580 1.6151
H 2.4070 -0.3797 -1.4852
```

As for the SMILES: c1c[nH]cn1.O. For the LUMO energy, the calculation gives 0.821 eV. For the HOMO energy, the calculation gives -9.0 eV.

Löwdin population analysis, charges in e, atoms 1 to 4: atom 1 (C): -0.102, atom 2 (N): 0.031, atom 3 (N): 0.032, atom 4 (H): 0.088

=====

Version x
Formula: C3H6N2O
Source: the OMol25 dataset
Level of theory: ωB97M-V/def2-TZVPD

The geometry in XYZ format:
```
12
C3H6N2O (ωB97M-V/def2-TZVPD)
H 1.2622 -0.9300 -1.5015
H -0.8178 -1.0856 2.6091
C 0.4336 -0.2357 -1.5058
C 0.4550 1.0816 -0.9183
N -1.0114 -0.3309 1.9739
C -0.3706 -0.3193 0.7723
H 1.3939 1.3432 -0.4181
H 0.1244 1.8902 -1.5743
O 0.3894 -1.2687 0.4577
H -1.4618 0.5014 2.3128
N -0.6583 0.7223 -0.0356
H -0.4361 -0.4970 -2.0986
```

For the LUMO energy (alpha / beta), the calculation gives -0.190 / -0.190 eV. For the HOMO energy (alpha / beta), the calculation gives -8.5 / -8.5 eV.

Löwdin population analysis, charges in e, atoms 1 to 4: atom 1 (H): 0.085, atom 2 (H): 0.100, atom 3 (C): 0.133, atom 4 (C): -0.275

=====

Each structure's energy above the most stable one, in eV: version w 0.000; version x 1.731.